No. 1
{"formula": "C57H56N4PSSbV", "method": "ωB97M-V/def2-TZVPD", "lumo_ev": [0.0, -0.3], "gap_ha": [0.19772, 0.23993], "relative_energy_kj_mol": 27.2, "homo_energy_ev": [-5.368, -6.787], "energy_ha": -4348.34570, "multiplicity": 2, "species": ["V", "C", "C", "C", "C", "N", "C", "C", "C", "C", "C", "C", "N", "C", "C", "C", "C", "C", "N", "H", "H", "H", "H", "H", "H", "H", "H", "H", "H", "H", "C", "C", "C", "C", "C", "C", "P", "C", "C", "C", "C", "C", "C", "C", "C", "C", "C", "C", "C", "H", "H", "H", "H", "H", "H", "H", "H", "H", "H", "H", "H", "H", "H", "C", "C", "C", "C", "C", "C", "C", "C", "H", "H", "H", "H", "H", "S", "C", "N", "C", "C", "C", "C", "C", "C", "H", "H", "H", "H", "H", "C", "C", "C", "Sb", "C", "C", "C", "C", "C", "C", "H", "H", "H", "H", "H", "H", "H", "H", "H", "H", "H", "H", "H", "H", "H", "H", "H", "H", "H", "H", "H"], "coordinates": [[0.658874, 1.214903, 0.416200], [0.502486, 3.410851, 4.214966], [1.678212, 2.856317, 4.737493], [2.550267, 2.221047, 3.891729], [2.231076, 2.108891, 2.527101], [1.020665, 2.517315, 2.061549], [0.213244, 3.178766, 2.888678], [3.113927, 1.612030, 1.512088], [4.450381, 1.287477, 1.747374], [5.266603, 0.947486, 0.693128], [4.762060, 1.048553, -0.608292], [3.440467, 1.387899, -0.817246], [2.570127, 1.530464, 0.240749], [2.990572, 1.766064, -2.167633], [3.758952, 1.523758, -3.316827], [3.332804, 2.007069, -4.536108], [2.149372, 2.732386, -4.601185], [1.458423, 2.935195, -3.419842], [1.858964, 2.474225, -2.240892], [-0.179607, 3.970833, 4.838717], [1.889748, 2.929633, 5.796082], [3.461518, 1.784800, 4.274772], [-0.716534, 3.534371, 2.454985], [4.835615, 1.295565, 2.756847], [6.298308, 0.668462, 0.858301], [5.428341, 0.926154, -1.447974], [4.673950, 0.953213, -3.259151], [3.914313, 1.826897, -5.430946], [1.781666, 3.130041, -5.536740], [0.535530, 3.510427, -3.419153], [-3.983113, -3.153021, 0.029212], [-2.835771, -3.330462, 0.787830], [-2.141507, -2.233367, 1.275346], [-2.567400, -0.941637, 0.977054], [-3.698516, -0.773257, 0.180005], [-4.416306, -1.870645, -0.269161], [-1.778663, 0.559996, 1.682565], [-2.994393, 0.888289, 3.046074], [-2.580370, 1.672554, 4.124921], [-3.436797, 1.962559, 5.173969], [-4.736233, 1.477167, 5.166275], [-5.165404, 0.708558, 4.097674], [-4.306006, 0.418118, 3.046305], [-0.414573, -0.210163, 2.605356], [-0.491698, -0.721154, 3.898926], [0.627821, -1.310805, 4.464219], [1.792100, -1.413890, 3.714718], [1.851559, -0.895752, 2.426955], [0.759056, -0.248272, 1.840417], [-4.539766, -4.011283, -0.326158], [-2.490368, -4.331040, 1.018598], [-1.269977, -2.384917, 1.899130], [-4.030882, 0.227246, -0.079417], [-5.316246, -1.720766, -0.849459], [-1.564011, 2.031039, 4.159586], [-3.085799, 2.558523, 6.007609], [-5.407533, 1.696149, 5.986721], [-6.174608, 0.316463, 4.079671], [-4.660838, -0.200857, 2.235652], [-1.416749, -0.662835, 4.458809], [0.586791, -1.699951, 5.474303], [2.666720, -1.888228, 4.146866], [2.783155, -0.990121, 1.882478], [0.161601, 0.242649, -0.984541], [-0.264147, -0.199126, -2.342828], [-1.707581, 0.123652, -2.717119], [-2.616410, -0.844971, -3.125286], [-3.866826, -0.486320, -3.611300], [-4.243584, 0.844913, -3.666473], [-3.351803, 1.819404, -3.239940], [-2.095661, 1.459242, -2.780570], [-2.357811, -1.894329, -3.088419], [-4.544971, -1.258822, -3.953361], [-5.218603, 1.122952, -4.047388], [-3.626449, 2.865755, -3.280963], [-1.386742, 2.221049, -2.482331], [0.183746, 5.800961, -1.226782], [0.619313, 4.293944, -0.477825], [-0.351716, 3.517329, -0.150158], [-1.575334, 4.094243, -0.447331], [-2.838437, 3.567886, -0.172803], [-3.959834, 4.293555, -0.516151], [-3.856553, 5.544447, -1.129932], [-2.617752, 6.091766, -1.403155], [-1.488363, 5.362329, -1.054505], [1.662269, 4.073569, -0.309851], [-2.916465, 2.603799, 0.306433], [-4.940443, 3.889513, -0.299315], [-4.752215, 6.095520, -1.384170], [-2.523784, 7.069333, -1.857267], [3.477052, -5.358926, -1.602677], [3.877097, -3.935255, -1.239492], [4.820809, -3.923001, -0.038462], [2.229123, -2.498504, -0.748180], [0.538039, -3.835200, -0.198675], [0.804765, -4.472097, 1.161170], [0.090503, -4.873103, -1.220607], [1.580472, -1.991334, -2.795400], [1.891226, -3.058034, -3.840764], [0.091401, -1.634385, -2.790573], [4.370176, -5.963143, -1.801801], [2.845054, -5.384992, -2.490297], [2.942758, -5.832295, -0.777103], [4.394801, -3.481918, -2.092289], [4.311361, -4.282012, 0.860305], [5.183165, -2.913475, 0.166262], [5.685845, -4.570733, -0.217407], [-0.262700, -3.099792, -0.068228], [1.614099, -5.205566, 1.115478], [-0.092010, -4.993799, 1.513788], [1.067109, -3.718406, 1.904851], [0.827039, -5.665195, -1.341717], [-0.098047, -4.425335, -2.195903], [-0.845413, -5.340624, -0.891837], [2.150665, -1.095321, -3.052443], [1.347292, -3.983493, -3.650486], [2.957748, -3.288785, -3.859274], [1.603560, -2.702571, -4.836557], [-0.468488, -2.344415, -2.177273], [-0.270890, -1.720510, -3.821918], [0.316948, 0.462648, -3.000986]], "forces_ev_per_a": [[-2.6, -1.5, -2.9], [0.1, -0.1, 0.0], [-0.1, 0.1, -0.1], [0.0, -0.1, 0.0], [-0.1, 0.5, 0.2], [0.8, 0.1, 0.8], [-0.2, 0.3, 0.1], [0.7, 0.2, 0.1], [-0.2, -0.1, 0.0], [0.2, -0.2, 0.3], [-0.6, 0.2, -0.1], [0.9, -0.3, 0.1], [0.4, 0.0, -0.3], [-0.2, 0.2, -0.3], [-0.1, -0.2, 0.1], [-0.1, 0.0, 0.0], [0.0, 0.0, 0.0], [-0.1, 0.0, -0.1], [0.1, 0.0, 0.0], [-0.1, 0.0, 0.0], [0.1, 0.0, 0.0], [0.0, 0.0, 0.0], [0.0, -0.1, 0.0], [0.0, 0.1, 0.0], [0.0, 0.0, 0.0], [0.0, 0.0, 0.0], [0.0, 0.0, 0.0], [0.0, 0.0, 0.0], [0.0, 0.0, 0.0], [0.0, 0.0, 0.0], [0.0, -0.1, 0.0], [-0.1, -0.1, 0.0], [0.0, 0.1, 0.1], [-0.1, 0.1, -0.1], [0.1, 0.0, -0.1], [0.0, 0.1, 0.0], [-0.1, -0.9, 0.5], [0.0, 0.3, -0.1], [-0.1, 0.0, 0.0], [0.0, 0.0, 0.0], [-0.1, 0.0, 0.0], [0.0, 0.0, 0.0], [0.1, 0.0, 0.0], [0.0, 0.1, 0.1], [0.0, -0.1, -0.1], [-0.1, 0.0, 0.1], [0.0, 0.0, -0.1], [0.1, -0.3, 0.0], [0.0, 0.1, 0.6], [0.0, 0.0, 0.0], [0.0, 0.0, 0.0], [0.0, 0.0, 0.0], [0.0, 0.0, 0.0], [0.0, 0.0, -0.1], [0.0, 0.0, 0.0], [0.0, 0.0, 0.0], [0.0, 0.0, 0.0], [0.0, 0.0, 0.0], [0.0, 0.0, 0.0], [0.0, 0.0, 0.0], [0.0, 0.0, 0.0], [0.0, 0.0, 0.0], [0.0, 0.1, 0.0], [0.8, 1.7, 1.6], [0.0, -0.3, -0.3], [0.1, 0.1, 0.1], [-0.1, 0.0, 0.0], [-0.1, 0.0, 0.1], [-0.1, 0.0, 0.0], [0.0, 0.1, 0.0], [-0.1, 0.0, 0.0], [0.0, 0.0, 0.0], [0.0, 0.0, 0.0], [0.0, 0.0, 0.0], [0.0, 0.0, 0.0], [0.0, 0.0, 0.1], [-0.1, -0.2, 0.2], [0.0, 0.5, -0.1], [0.3, -0.7, 0.1], [-0.3, 0.5, -0.2], [0.1, -0.1, 0.0], [0.0, 0.0, 0.1], [0.1, 0.1, 0.0], [-0.1, 0.1, 0.0], [0.2, -0.2, 0.1], [-0.1, -0.1, 0.0], [0.0, -0.1, 0.0], [0.0, 0.0, 0.0], [0.0, 0.0, 0.0], [0.0, 0.0, 0.0], [0.1, 0.1, 0.0], [-0.4, 0.2, 0.1], [0.0, 0.0, -0.1], [0.2, -0.3, -0.3], [0.4, 0.2, -0.2], [0.0, 0.1, -0.1], [-0.1, 0.1, 0.0], [-0.1, -0.1, 0.4], [0.0, 0.1, 0.1], [0.2, 0.2, 0.2], [0.0, 0.0, 0.0], [0.0, -0.1, 0.0], [0.0, 0.0, 0.0], [-0.1, 0.0, 0.0], [0.1, 0.0, 0.0], [0.0, 0.0, 0.1], [0.0, 0.0, 0.0], [0.1, 0.0, -0.1], [0.0, 0.0, 0.0], [0.0, 0.0, 0.0], [0.0, 0.0, 0.1], [0.0, 0.0, 0.0], [0.0, -0.1, 0.0], [0.0, 0.0, 0.0], [0.1, 0.1, 0.1], [0.0, 0.0, 0.0], [0.0, -0.1, -0.1], [0.0, 0.0, 0.0], [-0.1, 0.0, -0.1], [-0.1, -0.1, 0.0], [0.2, 0.0, -0.1]]}

No. 2
{"formula": "C14H16O", "method": "ωB97M-V/def2-TZVPD", "lumo_ev": 0.7, "gap_ha": 0.33068, "relative_energy_kj_mol": 223.3, "homo_energy_ev": -8.284, "energy_ha": -618.23094, "species": ["C", "C", "C", "C", "C", "O", "C", "C", "H", "H", "H", "H", "H", "H", "H", "H", "C", "C", "C", "C", "C", "C", "C", "H", "H", "H", "H", "H", "H", "H", "H"], "coordinates": [[2.700041, -2.453040, 0.165175], [2.303228, -1.167456, 0.557820], [1.716373, -1.053667, 1.809785], [1.358525, 0.197282, 2.200127], [1.686413, 1.355183, 1.426164], [1.083849, 2.486618, 1.870582], [2.357474, 1.187192, 0.244533], [2.769874, -0.072097, -0.149452], [2.361779, -2.632647, -0.886391], [2.085948, -3.279079, 0.734058], [3.736611, -2.748924, 0.329280], [1.152783, -1.953614, 2.236769], [1.016323, 0.244215, 3.253656], [0.735525, 3.188639, 1.287379], [2.748476, 2.077301, -0.219036], [3.413894, -0.255533, -1.002001], [-3.324188, 0.511532, -3.223966], [-2.654052, 0.322799, -1.871048], [-1.537458, 0.985033, -1.419116], [-0.970101, 0.404567, -0.267977], [-1.505310, -0.698518, 0.385342], [-2.683422, -1.278072, -0.049261], [-3.180700, -0.733851, -1.227417], [-2.868541, -0.026524, -4.027793], [-3.337478, 1.591110, -3.498114], [-4.406188, 0.213961, -3.190816], [-1.231986, 2.068615, -1.839132], [-0.112538, 0.901387, 0.185210], [-1.119158, -0.920798, 1.401432], [-3.099458, -2.097439, 0.530623], [-3.966977, -1.304942, -1.744039]], "forces_ev_per_a": [[-1.4, -5.7, -1.3], [1.0, 1.6, 1.2], [-2.1, -0.6, -1.0], [0.6, 1.3, 1.9], [-1.7, -1.6, 0.8], [-0.1, 1.4, 0.9], [1.2, 0.9, 0.2], [-0.7, -0.3, 0.3], [0.9, -0.1, 0.5], [1.1, 1.5, -0.8], [0.1, 0.3, -0.3], [1.6, 1.3, -0.1], [-0.5, 0.7, -1.0], [0.8, -1.1, -0.2], [-0.2, 0.2, -0.5], [-0.2, 0.3, -0.1], [-1.3, 2.2, 0.4], [-0.6, 0.4, -2.8], [0.7, 1.8, 0.7], [0.6, 1.4, -0.3], [-0.1, 0.5, 1.5], [0.9, 0.6, -0.1], [-1.3, -3.3, 1.1], [0.5, -0.4, -0.4], [0.1, -0.6, 0.0], [1.0, 0.2, 0.1], [-0.4, -2.9, 0.8], [-0.4, -0.3, -0.2], [0.0, -0.2, -1.0], [-0.3, 0.1, -0.4], [0.1, 0.5, 0.4]]}

No. 3
{"formula": "C2H4Cl3N2O", "method": "ωB97M-V/def2-TZVPD", "lumo_ev": [-3.6, -8.9], "gap_ha": [0.26797, 0.22979], "relative_energy_kj_mol": 193.0, "homo_energy_ev": [-10.872, -15.146], "energy_ha": -1643.39047, "charge": 1, "multiplicity": 3, "species": ["C", "C", "N", "N", "O", "Cl", "Cl", "Cl", "H", "H", "H", "H"], "coordinates": [[-0.142685, -0.170657, -0.218894], [1.812564, -0.057754, -0.001561], [-0.702678, 0.575896, 0.670414], [-0.749838, -1.003992, -1.037542], [-2.165334, 0.585544, 0.697352], [2.029115, 0.226842, 1.770166], [2.393442, -1.452780, -0.692516], [2.095948, 1.427320, -0.986098], [-0.254631, 0.927169, 1.431220], [-0.191698, -1.430802, -1.826520], [-1.757480, -0.836927, -1.213039], [-2.366722, 1.210142, 1.407019]], "forces_ev_per_a": [[-5.9, -0.3, -0.8], [6.2, 2.5, 1.5], [-2.7, -1.6, -3.1], [0.6, 0.4, -1.2], [1.3, -0.2, 0.1], [0.1, -0.5, -1.5], [0.2, -0.6, 0.1], [-0.7, -1.5, 1.0], [1.5, 1.4, 2.5], [-1.1, 0.7, 1.3], [0.5, -0.4, 0.2], [-0.2, 0.1, 0.1]]}

No. 4
{"formula": "C10H17N3O2", "method": "ωB97M-V/def2-TZVPD", "lumo_ev": 0.7, "gap_ha": 0.33825, "relative_energy_kj_mol": 570.0, "homo_energy_ev": -8.527, "energy_ha": -705.81213, "species": ["C", "C", "C", "C", "C", "C", "C", "C", "C", "C", "N", "N", "N", "O", "O", "H", "H", "H", "H", "H", "H", "H", "H", "H", "H", "H", "H", "H", "H", "H", "H", "H"], "coordinates": [[2.895959, 1.690116, -0.298757], [4.175445, 1.347613, -0.753367], [2.474742, 0.531800, 0.302639], [-0.624155, -0.487680, -0.236572], [-1.135680, 0.836431, 0.401310], [0.110313, -0.267120, -1.563862], [-1.656493, -1.592328, -0.417144], [-2.269466, 0.597283, 1.405801], [-1.529302, 1.939778, -0.570037], [3.450869, -1.707513, 0.786075], [4.484520, 0.100920, -0.432426], [3.431904, -0.389436, 0.225001], [0.861288, 0.200397, 1.373032], [0.296075, -0.905363, 0.787706], [0.025887, 1.261670, 1.141083], [2.367470, 2.615740, -0.386289], [4.875781, 1.953584, -1.293449], [0.627137, -1.183868, -1.839073], [0.847069, 0.527323, -1.481878], [-0.602469, -0.017706, -2.344424], [-2.104563, -1.883491, 0.526586], [-1.161503, -2.463217, -0.838276], [-2.431339, -1.261360, -1.101980], [-3.206007, 0.422762, 0.883510], [-2.369864, 1.481357, 2.029499], [-2.044278, -0.248621, 2.049361], [-1.875979, 2.798753, -0.000567], [-2.335939, 1.594331, -1.211327], [-0.686683, 2.251059, -1.177610], [4.278202, -2.251279, 0.334438], [3.595647, -1.656392, 1.867417], [2.506838, -2.212584, 0.586128]], "forces_ev_per_a": [[-0.2, -0.2, 0.2], [-0.1, -0.2, 0.1], [-3.4, 0.1, 2.1], [-0.1, 0.5, -0.5], [-0.5, -0.5, -0.1], [0.0, 0.1, 0.4], [0.3, 0.2, 0.3], [0.4, 0.1, -0.2], [0.3, -0.2, 0.3], [0.0, -0.5, 0.3], [1.0, -0.2, -0.4], [-0.4, 0.5, -0.1], [3.6, 0.1, -1.5], [-0.5, -0.4, 0.1], [-0.1, 0.4, -0.2], [-0.1, 0.2, 0.0], [0.2, 0.1, -0.1], [0.0, -0.1, 0.0], [0.0, 0.0, -0.1], [-0.1, 0.0, -0.1], [-0.1, 0.0, 0.1], [0.0, -0.1, -0.1], [-0.1, 0.0, -0.1], [-0.1, -0.1, 0.0], [-0.1, 0.1, 0.0], [0.0, -0.1, 0.1], [-0.1, 0.1, 0.0], [-0.1, 0.0, -0.1], [0.1, 0.0, -0.1], [-0.1, 0.1, 0.0], [0.0, 0.0, -0.1], [0.1, 0.0, 0.0]]}